This record from the Open Molecules 2025 dataset describes a structure of composition C14H31As3F3INO4PdS. The level of theory is ωB97M-V/def2-TZVPD.

Computed properties:
LUMO in eV: 2.182
E_HOMO in eV: -4.2
Relative energy (zero: lowest compared OMol25 entry of this formula, charge and spin) in eV: 0.198
Charge: -1
Spin multiplicity: 1
Orbital gap in hartree: 0.2331

```
59
Properties=species:S:1:pos:R:3:nbo_charge:R:1
Pd -0.0699 -0.0106 0.1198 -0.16
C 1.2486 -3.0939 -1.3694 -0.96
As -0.2843 -2.1590 -0.6022 1.03
C -1.5972 -2.6431 -1.9699 -0.97
C -0.6112 -3.4826 0.8140 -0.73
C -1.8664 -3.4737 1.7156 -0.07
C -1.4983 -4.3834 2.8963 -0.60
C -2.1872 -2.0685 2.2622 -0.72
As -3.0198 -0.7395 1.0344 0.88
C -4.8995 -0.9207 1.6426 -0.97
C -2.6540 0.8148 2.1704 -0.95
C -3.0487 -4.0578 0.9208 -0.72
As -4.7537 -4.7458 1.6723 0.86
C -4.1367 -6.5168 2.2674 -0.95
C -5.0112 -3.9951 3.4724 -0.96
H 0.9677 -4.0987 -1.6906 0.20
H 2.0267 -3.1518 -0.6092 0.25
H 1.6223 -2.5253 -2.2202 0.23
H -1.7058 -3.7266 -2.0434 0.21
H -1.2413 -2.2500 -2.9226 0.23
H -2.5566 -2.1838 -1.7395 0.24
H 0.2712 -3.3319 1.4449 0.25
H -0.5100 -4.4786 0.3678 0.20
H -0.6419 -3.9660 3.4294 0.22
H -1.2193 -5.3804 2.5440 0.20
H -2.3164 -4.4869 3.6057 0.20
H -1.2581 -1.5977 2.5959 0.24
H -2.8433 -2.1537 3.1345 0.21
H -4.9778 -0.8715 2.7303 0.20
H -5.3436 -1.8494 1.2813 0.21
H -5.4644 -0.0913 1.2144 0.22
H -2.9455 0.6102 3.2028 0.20
H -3.2255 1.6643 1.7955 0.22
H -1.5969 1.0711 2.1248 0.25
H -2.7022 -4.9363 0.3634 0.22
H -3.3561 -3.3374 0.1592 0.23
H -3.7770 -7.0782 1.4050 0.22
H -4.9848 -7.0528 2.6944 0.22
H -3.3425 -6.4533 3.0094 0.22
H -5.2295 -2.9328 3.4131 0.23
H -4.1748 -4.1570 4.1476 0.21
H -5.8896 -4.5000 3.8780 0.22
F 1.0825 4.6859 -1.6902 -0.33
C 0.5388 3.5261 -1.2933 0.69
F -0.7736 3.7313 -1.1233 -0.33
F 0.6898 2.6449 -2.2882 -0.32
S 1.3445 2.9356 0.2726 2.36
O 1.5119 4.1374 1.0416 -0.96
O 2.5461 2.2804 -0.1903 -1.00
O 0.3301 2.0367 0.8242 -1.02
N 3.1401 -0.4454 0.4987 -0.80
C 3.7340 -1.5181 1.0245 0.63
O 3.1522 -2.4947 1.4811 -0.65
C 5.2541 -1.4671 1.0670 -0.59
I 6.0999 -1.8946 -0.8494 0.06
H 2.1203 -0.3491 0.5001 0.42
H 3.6393 0.3877 0.2301 0.42
H 5.6141 -2.2395 1.7353 0.24
H 5.6338 -0.4899 1.3521 0.23
```